The following is a quantum chemistry calculation of C24H29FN6O2SiTi as an isolated structure, from OMol25.

Structure (XYZ):
```
64
Properties=species:S:1:pos:R:3
Ti 0.14 0.14 0.42
C -1.45 2.31 3.74
C -0.52 1.64 2.79
N -0.77 1.54 1.43
N -1.74 2.33 0.84
C -1.90 1.88 -0.36
O -1.28 0.78 -0.74
C -2.67 2.63 -1.37
C -2.83 2.09 -2.64
C -3.54 2.81 -3.61
C -4.08 4.04 -3.31
C -3.91 4.58 -2.03
C -3.21 3.88 -1.07
C 0.64 1.01 3.12
C 1.18 0.86 4.45
C 2.41 0.33 4.64
C 3.19 -0.08 3.50
C 2.63 -0.01 2.27
N 1.37 0.46 2.04
H -2.21 2.86 3.19
H -0.94 3.02 4.39
H -1.97 1.59 4.38
H -2.40 1.13 -2.88
H -3.66 2.39 -4.60
H -4.62 4.60 -4.06
H -4.33 5.55 -1.79
H -3.07 4.28 -0.08
H 0.58 1.18 5.29
H 2.82 0.23 5.64
H 4.19 -0.47 3.62
H 3.15 -0.34 1.38
C 0.14 -3.85 -1.29
Si 1.62 -2.77 -0.89
C 3.01 -3.17 -2.08
C 2.21 -3.21 0.83
N 1.22 -1.08 -0.89
C 1.18 -0.35 -2.09
C 0.94 -0.86 -3.37
C 0.84 -0.03 -4.49
C 0.98 1.34 -4.37
C 1.21 1.89 -3.12
C 1.31 1.04 -2.05
F 1.48 1.57 -0.78
H 0.47 -4.87 -1.51
H -0.43 -3.48 -2.15
H -0.55 -3.90 -0.44
H 3.36 -4.19 -1.90
H 3.85 -2.49 -1.93
H 2.72 -3.10 -3.13
H 3.29 -3.06 0.94
H 2.01 -4.27 1.04
H 1.73 -2.62 1.61
H 0.80 -1.92 -3.50
H 0.65 -0.47 -5.46
H 0.89 1.98 -5.24
H 1.31 2.96 -2.96
N -0.20 -2.12 3.39
C -0.93 -2.18 2.27
N -1.82 -3.18 2.13
O -0.85 -1.32 1.37
H -0.08 -2.93 3.98
H 0.48 -1.37 3.48
H -1.83 -3.97 2.74
H -2.24 -3.28 1.22
```

HOMO energy (alpha / beta) ... -5.77 / -5.77 eV
Total charge ... 0
Calculated total energy ... -2649.96724 Eh
Kohn-Sham gap (alpha / beta) ... 5.889 / 5.894 eV
Multiplicity ... 1